Record 1
This record from the Open Molecules 2025 dataset describes 2 unconnected molecules or ions with the total composition CH3IO2S2 at a distorted geometry. The level of theory is ωB97M-V/def2-TZVPD.

- HOMO level (alpha / beta) (eV) = -9.1 / -9.3
- DFT total energy (a.u.) = -1284.32494
- largest force on an atom (eV/Å) = 3.50
- frontier orbital gap (alpha / beta) (eV) = 5.1 / 5.3
- relative energy (zero: lowest compared OMol25 entry of this formula, charge and spin) (kJ/mol) = 308.6

Geometry (Å):
C: -1.3699 0.8113 -0.0467
O: 0.5516 -1.4966 1.0561
O: 2.0939 -2.1455 -0.8391
S: -1.1983 -0.0350 -1.5681
S: 1.3006 -1.1603 -0.1154
I: 2.7704 0.7844 0.7458
H: -2.1929 1.4029 -0.1515
H: -0.6256 1.6236 -0.0253
H: -1.3298 0.2150 0.9442

Forces on the atoms, in the same order (eV/Å):
C 2.8 -1.0 1.8
O 0.0 -0.4 0.1
O -0.9 1.3 1.0
S 1.7 -1.1 0.6
S -0.3 -0.2 -1.5
I -0.3 -0.4 -0.4
H -3.0 1.3 0.0
H 0.3 -0.4 0.3
H -0.3 0.8 -1.9

***

Record 2
This record from the Open Molecules 2025 dataset describes a molecular structure, C10H5BrIrNO5 at a distorted geometry. The level of theory is ωB97M-V/def2-TZVPD.

- HOMO level (alpha / beta) (eV) = -13.8 / -17.5
- expectation value of S² = 6.037
- DFT total energy (a.u.) = -3492.45751
- largest force on an atom (eV/Å) = 7.62
- frontier orbital gap (alpha / beta) (eV) = 5.6 / 4.8
- charge = +2
- relative energy (zero: lowest compared OMol25 entry of this formula, charge and spin) (kJ/mol) = 76.4
- multiplicity = 5

Geometry (Å):
O: -0.9963 -6.1339 -0.4138
C: -0.6132 -5.2043 -0.9576
Ir: 0.8858 -0.4270 -1.3182
O: 2.2341 -2.1184 0.8652
C: 1.6949 -1.4410 0.0853
C: 2.3593 0.7995 -1.4119
O: 3.3987 1.3081 -1.3733
C: 0.4576 3.0927 -2.4201
O: -0.5353 3.2911 -2.9512
C: 0.9600 -0.9489 -3.1697
O: 1.1643 -1.1842 -4.2879
H: 0.1962 -1.7872 -1.3352
Br: -2.7664 -1.2282 2.9849
C: -1.7032 0.0767 2.1490
C: -1.4947 1.3428 2.7039
C: -0.6879 2.2400 2.0054
C: -0.0646 1.8406 0.8078
N: -0.2370 0.5971 0.3391
C: -1.1120 -0.2461 0.9289
H: -1.9735 1.5756 3.6547
H: -0.4776 3.2257 2.4131
H: 0.6003 2.5301 0.2617
H: -1.2895 -1.2008 0.4399

Forces on the atoms, in the same order (eV/Å):
O 0.9 2.2 -1.3
C -0.9 -2.1 1.3
Ir -2.5 1.9 1.2
O -2.6 3.1 -3.5
C 4.0 -4.3 4.9
C 5.8 3.6 0.5
O -4.0 -1.9 -0.4
C -2.5 0.4 -1.3
O 2.4 -0.4 1.3
C 1.2 -0.7 -6.1
O -1.0 0.7 4.7
H -1.3 -2.3 -0.1
Br 1.0 1.3 -0.8
C -0.9 -1.2 0.8
C -0.9 0.2 1.6
C 1.2 0.0 -1.3
C -0.1 3.5 2.1
N 1.8 -1.8 -3.0
C -0.9 -1.9 -0.5
H 0.2 0.2 -0.3
H -0.1 -0.2 -0.2
H -0.5 -0.5 0.3
H -0.3 0.2 0.1

***

Record 3
This record from the Open Molecules 2025 dataset describes C10H7BrO4S in the gas phase at a distorted geometry. The level of theory is ωB97M-V/def2-TZVPD.

- HOMO level (eV) = -8.9
- DFT total energy (a.u.) = -3658.40126
- largest force on an atom (eV/Å) = 3.33
- frontier orbital gap (eV) = 8.2
- SMILES = C[C@]1(c2csc(Br)c2)OC(C(=O)O)=CC1=O

Geometry (Å):
O: -2.8005 -2.0756 -0.8482
O: 1.5811 1.3956 -1.9593
Br: -1.6379 0.8675 4.6129
O: -3.1361 -0.7617 -2.6127
O: -0.2342 -1.0949 -0.3032
S: 0.8825 2.2521 3.0912
C: -2.3714 -1.2384 -1.5823
C: 0.7568 0.6925 -1.4190
C: 1.4264 1.6315 1.5809
C: -0.3471 0.9956 3.2062
C: -0.3876 0.1874 2.1158
C: -0.4726 0.4237 -2.0293
C: -1.0129 -0.6364 -1.3686
C: 0.6503 0.5445 1.1556
C: 2.2501 -0.9313 -0.2141
C: 0.8855 -0.2038 -0.1635
H: -4.0039 -1.2299 -2.5622
H: 2.1908 2.0381 0.9582
H: -1.0606 -0.6579 1.9114
H: -0.9044 1.0316 -2.8114
H: 2.3496 -1.6624 0.5865
H: 3.0396 -0.1728 -0.1207
H: 2.3564 -1.3951 -1.2240

Forces on the atoms, in the same order (eV/Å):
O 0.0 -0.5 0.5
O 0.8 0.3 1.0
Br 0.8 0.3 -0.4
O 0.7 0.0 0.4
O -1.3 -0.2 -1.5
S -0.5 -0.9 -0.1
C -0.7 -0.3 0.0
C 1.8 0.6 -0.3
C -1.9 -1.9 -0.6
C -0.3 0.3 -0.1
C 0.9 -0.1 -1.1
C -2.9 -1.5 0.4
C 0.8 1.3 -0.2
C 0.5 1.1 0.9
C -0.5 0.2 -0.8
C 0.5 0.5 0.4
H 0.9 0.3 0.1
H 0.5 0.5 0.1
H 0.3 0.6 0.5
H 0.0 -0.4 -0.1
H -0.1 0.0 -0.1
H -0.3 -0.2 0.0
H 0.0 0.1 0.9